1.
C20H48N3O11 | wB97M-V/def2-TZVPD

Results
E_tot = -48506.85160 eV
HOMO = -3.20 eV
total charge = -1
orbital gap = 4.009 eV

Structure (XYZ):
```
82
Properties=species:S:1:pos:R:3:forces:R:3:lowdin_charge:R:1
C 2.099 0.606 -0.705 -0.8 -0.1 0.3 0.0032
C 2.870 -0.231 0.300 0.7 0.0 -0.4 -0.2658
C 3.759 -1.307 -0.298 0.3 -1.1 -0.9 -0.2390
O 3.028 -2.121 -1.158 -1.5 0.0 0.3 -0.1721
C 3.711 -3.286 -1.543 2.1 0.1 -0.5 -0.0832
N 3.827 0.630 1.133 -0.4 0.6 1.7 0.2105
H 4.306 0.023 1.802 0.3 -0.1 -0.3 0.1568
H 4.518 1.250 0.711 -0.2 -0.3 -0.7 0.1700
H 3.293 1.262 1.762 -0.5 0.3 -0.6 0.1440
H 1.156 0.134 -0.986 0.2 -0.5 0.2 0.0946
H 2.623 0.753 -1.649 0.4 0.2 0.2 0.0959
H 1.753 1.532 -0.245 0.3 0.1 0.0 0.0685
H 2.312 -0.710 1.102 -0.8 0.3 -0.3 0.1438
H 4.176 -1.961 0.482 0.2 0.3 0.3 0.1242
H 4.595 -0.912 -0.896 0.2 0.5 0.3 0.1355
H 4.235 -3.768 -0.707 -0.4 -0.1 0.3 0.0876
H 4.540 -2.966 -2.199 0.0 -0.1 -0.1 0.0890
H 3.164 -4.037 -2.105 -0.9 0.4 0.3 0.0968
C 0.646 -3.868 1.922 -0.2 0.0 -0.5 -0.0175
C 0.218 -3.379 3.290 0.0 0.7 0.3 -0.2973
C 1.380 -3.086 4.241 -0.2 -0.6 0.1 -0.1956
O 1.960 -4.387 4.389 0.2 1.0 0.7 -0.1849
C 2.637 -4.459 5.638 -0.4 -0.7 -0.3 -0.1013
N -0.757 -2.223 3.135 -0.4 -0.8 0.7 0.2166
H -1.053 -1.780 4.008 0.7 0.3 0.1 0.1636
H -0.505 -1.467 2.461 -0.3 1.0 -0.7 0.0950
H -1.632 -2.690 2.888 0.1 0.4 -0.9 0.1699
H -0.192 -4.050 1.243 -0.1 -0.1 0.1 0.0756
H 1.200 -4.803 1.938 -0.1 0.0 0.3 0.0979
H 1.275 -3.139 1.405 0.0 0.2 0.2 0.0825
H -0.404 -4.074 3.854 0.3 -0.6 -0.3 0.1517
H 1.029 -2.692 5.203 -0.4 -0.3 0.1 0.1186
H 2.141 -2.346 3.973 0.0 -0.1 -0.8 0.1245
H 1.901 -4.498 6.448 0.1 0.4 0.1 0.0895
H 3.334 -3.625 5.743 0.1 -0.1 0.2 0.0874
H 3.147 -5.420 5.682 0.3 0.2 -0.2 0.0904
C -4.333 4.249 -0.975 0.3 0.9 -0.5 -0.0175
C -2.826 4.209 -1.190 0.0 -1.3 0.7 -0.3127
C -2.301 4.390 -2.591 0.1 -0.4 0.1 -0.1777
O -0.884 4.280 -2.540 -0.8 1.6 -0.2 -0.1950
C -0.319 4.606 -3.796 2.2 -1.3 0.1 -0.1026
N -2.151 5.167 -0.223 1.0 -0.5 -0.7 0.2248
H -2.428 4.951 0.735 0.0 0.2 0.0 0.1689
H -1.138 4.939 -0.254 0.0 -0.4 0.4 0.1188
H -2.205 6.156 -0.462 -0.6 0.0 0.1 0.1662
H -4.607 3.825 -0.013 0.0 0.0 0.0 0.0945
H -4.897 3.766 -1.771 0.2 -0.4 0.0 0.0979
H -4.627 5.303 -1.033 -0.3 0.0 0.2 0.0818
H -2.428 3.248 -0.852 -0.1 0.0 0.1 0.1189
H -2.672 5.341 -2.994 0.3 0.1 -0.3 0.1354
H -2.601 3.554 -3.231 -0.8 0.2 0.1 0.1535
H 0.753 4.677 -3.583 -0.1 0.5 0.0 0.0857
H -0.616 5.506 -4.334 -0.6 0.1 0.4 0.0914
H -0.314 3.731 -4.456 -0.7 0.1 -0.2 0.0997
C -1.819 0.772 -0.336 0.5 0.2 0.1 -0.0229
C -1.717 0.525 1.198 0.8 1.5 0.1 -0.7223
O -2.554 1.001 1.969 -0.7 -0.5 -0.3 -0.0469
O -0.572 0.083 1.584 0.0 -1.5 -0.2 -0.1482
H -1.057 1.547 -0.488 0.2 -0.1 -0.1 0.0467
H -2.731 1.207 -0.749 -0.4 -0.4 0.6 0.0476
H -1.553 -0.086 -0.952 0.0 -0.1 0.2 0.0731
C -4.796 -0.854 -2.559 0.6 -1.4 1.7 -0.0738
C -4.725 -1.783 -3.766 -0.2 1.5 -3.0 -0.8130
O -5.615 -1.543 -4.642 -0.3 -0.4 0.6 -0.1506
O -3.711 -2.479 -3.964 0.0 -0.2 1.1 -0.0896
H -4.012 -0.096 -2.604 -0.2 0.2 -0.2 0.0404
H -4.495 -1.498 -1.719 0.0 0.3 0.2 0.0569
H -5.776 -0.460 -2.301 -0.1 0.2 -0.5 0.0467
C -0.178 -3.695 -1.776 0.0 0.2 0.1 -0.0374
C 0.157 -5.201 -1.715 -0.6 -1.8 -0.2 -0.7814
O -0.197 -5.886 -0.709 0.1 1.2 0.6 -0.1333
O 0.672 -5.737 -2.729 0.4 1.2 0.0 -0.1154
H 0.648 -3.148 -2.229 0.0 0.0 -0.1 0.0423
H -0.405 -3.224 -0.813 0.2 -0.3 0.2 0.0331
H -1.077 -3.499 -2.367 0.1 -0.3 -0.2 0.0725
C 1.650 4.562 -0.091 -0.5 -0.5 0.6 -0.0345
C 1.111 3.691 1.098 0.0 -0.5 -0.1 -0.7576
O -0.130 3.529 1.165 -0.2 1.0 -0.7 -0.0580
O 1.939 3.171 1.882 0.9 -0.2 -0.2 -0.0914
H 1.101 4.258 -0.983 0.0 0.2 -0.1 0.0399
H 2.718 4.439 -0.260 0.0 0.1 0.1 0.0557
H 1.425 5.602 0.155 0.1 0.1 -0.2 0.0625
```
Positions in Å, forces in eV/Å.

2.
C78H90N3O5S | wB97M-V/def2-TZVPD

Results
E_tot = -107879.00484 eV
HOMO = -4.33 eV
total charge = -1
orbital gap = 5.692 eV

Structure (XYZ):
```
177
Properties=species:S:1:pos:R:3:forces:R:3:lowdin_charge:R:1
C 9.569 0.113 0.434 0.7 -0.4 0.7 -0.0662
C 8.325 -0.407 1.331 0.6 -1.7 0.0 -0.4829
C 8.635 -0.333 2.932 0.0 1.3 -0.2 -0.0742
C 8.216 -2.013 1.015 -0.4 0.1 -0.5 -0.0858
C 6.903 0.209 0.923 0.6 -0.4 -0.4 -0.1387
C 6.848 1.800 0.738 -1.6 1.3 -0.1 -0.4278
C 7.805 2.643 1.701 0.7 0.2 0.5 -0.0868
C 7.100 2.288 -0.800 0.3 -0.1 0.0 -0.0666
C 5.307 2.230 1.045 -3.2 0.1 0.5 -0.1349
C 4.160 1.378 0.386 -1.5 3.1 2.5 -0.0113
C 2.651 1.712 0.679 2.5 1.5 1.1 0.0017
C 2.233 2.886 1.595 4.0 0.1 0.2 -0.2094
O 0.901 3.251 1.936 2.2 -0.7 -1.9 -0.1269
C 0.079 3.504 0.764 -1.9 0.3 -0.7 -0.1336
C -1.339 2.732 0.993 1.2 0.2 -0.5 -0.1606
O -2.427 3.681 0.944 0.5 -2.1 0.7 -0.2372
C -3.577 3.231 1.706 -2.3 0.6 0.0 -0.1808
C -4.682 2.454 0.810 0.1 -0.1 0.6 -0.1073
C -6.193 2.720 1.318 0.6 0.0 0.7 -0.2643
N -7.122 1.800 0.594 0.1 1.7 -0.2 -0.0993
C -8.447 2.420 0.332 -0.6 -0.6 -0.6 -0.2767
C -9.596 1.648 1.158 -0.2 1.3 -0.5 -0.4130
S -9.182 -0.164 1.101 -1.3 -0.8 -0.5 0.9265
C -10.627 -1.070 0.421 -3.4 -2.0 -3.4 -0.5031
N -10.881 -1.563 -0.893 1.6 1.8 2.8 -0.0389
N -12.070 -2.209 -1.051 -0.9 1.1 6.6 -0.0079
C -12.654 -2.164 0.274 3.0 0.9 -3.1 -0.0953
O -11.792 -1.483 1.176 -0.7 -0.8 -2.4 -0.0916
C -6.375 2.445 2.901 -0.4 1.0 5.8 -0.5446
O -6.697 1.285 3.356 0.8 2.3 -2.6 -0.1159
O -6.235 3.471 3.835 0.0 -3.0 -5.1 -0.2251
C 3.377 3.734 2.247 1.1 -2.7 -2.2 0.0246
C 4.887 3.397 1.967 -3.0 -1.9 -1.3 -0.0171
H 10.221 -0.800 0.147 -1.1 1.5 0.4 0.0790
H 9.264 0.631 -0.534 0.3 -0.6 1.4 0.0712
H 10.273 0.784 1.062 -1.2 -0.8 -1.2 0.0703
H 7.645 -0.197 3.508 1.5 -0.5 -0.8 0.0919
H 9.225 -1.233 3.310 -1.0 1.1 -0.6 0.0731
H 9.274 0.596 3.199 -1.0 -1.4 -0.5 0.0578
H 8.746 -2.655 1.794 -0.8 0.9 -1.0 0.0731
H 8.682 -2.284 -0.003 -0.8 0.5 1.4 0.0730
H 7.108 -2.298 0.954 1.6 0.1 0.3 0.0798
H 6.120 -0.193 1.670 1.2 0.9 -1.0 0.1318
H 6.613 -0.268 -0.093 0.5 0.8 1.5 0.1186
H 7.754 2.272 2.787 -0.2 0.6 -1.6 0.0884
H 7.569 3.776 1.709 0.2 -1.9 -0.2 0.0872
H 8.925 2.586 1.413 -1.9 -0.1 0.2 0.0730
H 6.926 1.449 -1.555 0.1 0.9 1.1 0.0631
H 8.198 2.620 -0.929 -1.7 -0.3 0.2 0.0800
H 6.373 3.138 -1.092 1.4 -1.2 0.6 0.0967
H 4.358 0.482 -0.293 -0.2 1.5 1.1 0.0917
H 1.860 1.046 0.199 1.2 1.1 0.8 0.0931
H -0.158 4.630 0.649 0.5 -1.6 0.5 0.1355
H 0.574 3.182 -0.219 -0.5 0.3 1.6 0.1247
H -1.280 2.257 2.029 -0.1 0.5 -1.4 0.1259
H -1.406 1.926 0.166 -0.3 1.1 1.3 0.1328
H -3.325 2.581 2.612 0.0 1.0 -1.2 0.1389
H -4.107 4.187 2.087 1.0 -1.5 -0.4 0.1295
H -4.577 2.760 -0.293 -0.1 -0.4 1.6 0.1198
H -4.483 1.333 0.909 -0.4 1.3 -0.3 0.1013
H -6.456 3.836 1.163 0.4 -1.6 0.1 0.1382
H -6.687 1.416 -0.254 -0.4 0.5 0.5 0.1007
H -8.649 2.340 -0.792 -0.1 0.1 1.5 0.1149
H -8.514 3.532 0.605 0.3 -1.5 -0.2 0.1222
H -10.613 1.858 0.674 1.4 -0.4 0.9 0.0893
H -9.560 2.016 2.240 -0.1 -0.8 -1.5 0.0936
H -13.685 -2.604 0.510 2.0 1.0 0.2 0.1342
H 3.151 4.623 2.943 0.2 -1.7 -1.3 0.1027
H 5.648 4.046 2.505 -1.1 -1.1 -0.9 0.0769
C -14.894 -5.845 -0.587 0.1 -0.1 0.2 -0.1172
C -13.585 -5.380 -0.500 -0.1 0.0 0.0 -0.1076
C -12.628 -6.115 0.193 0.0 -0.1 0.0 -0.0821
C -12.979 -7.322 0.791 -0.1 0.1 -0.1 -0.0940
C -14.287 -7.790 0.701 0.0 0.1 0.0 -0.1012
C -15.245 -7.050 0.016 0.1 0.0 0.0 -0.1034
H -15.640 -5.270 -1.125 0.0 0.0 0.0 0.1017
H -13.310 -4.443 -0.972 0.0 -0.1 0.0 0.0680
H -11.610 -5.749 0.266 -0.1 0.0 0.0 0.1064
H -12.232 -7.898 1.327 -0.1 0.1 0.0 0.1001
H -14.559 -8.732 1.166 0.0 0.1 0.0 0.0977
H -16.266 -7.411 -0.049 0.1 0.0 0.0 0.1012
C -2.005 -3.552 1.348 0.1 0.1 0.0 -0.1004
C -2.845 -2.449 1.464 0.0 0.0 0.0 -0.0839
C -2.306 -1.170 1.558 0.1 0.0 0.0 -0.0771
C -0.926 -0.993 1.527 0.0 -0.1 0.0 -0.0938
C -0.086 -2.095 1.407 -0.1 0.0 0.0 -0.1021
C -0.624 -3.376 1.322 -0.1 0.1 0.0 -0.1067
H -2.425 -4.550 1.278 0.0 0.1 0.0 0.0974
H -3.921 -2.586 1.482 0.1 0.0 0.0 0.1061
H -2.962 -0.311 1.656 0.0 -0.1 0.0 0.0900
H -0.506 0.005 1.595 0.0 -0.1 0.0 0.0781
H 0.991 -1.957 1.381 -0.1 0.0 0.0 0.0947
H 0.031 -4.236 1.234 0.0 0.1 0.0 0.0950
C -2.252 8.913 1.796 0.0 0.0 0.0 -0.1093
C -1.866 7.596 2.029 -0.2 0.1 -0.1 -0.0889
C -2.531 6.551 1.393 0.1 0.1 0.2 -0.0830
C -3.577 6.825 0.516 0.1 0.1 0.0 -0.0781
C -3.960 8.142 0.280 0.1 0.0 0.0 -0.0997
C -3.301 9.186 0.923 0.0 -0.1 0.0 -0.1112
H -1.736 9.727 2.294 0.0 0.0 0.0 0.0933
H -1.046 7.383 2.707 -0.1 0.0 0.0 0.0982
H -2.235 5.522 1.579 -0.1 0.4 -0.1 0.0725
H -4.092 6.012 0.017 0.1 0.0 0.1 0.1016
H -4.775 8.355 -0.405 0.1 0.0 0.1 0.0961
H -3.604 10.212 0.743 0.0 -0.1 0.0 0.0930
C -15.230 -7.254 -3.726 0.0 0.0 -0.1 -0.0940
C -14.842 -8.572 -3.506 0.0 0.0 0.0 -0.0896
C -15.514 -9.611 -4.142 0.0 0.1 0.0 -0.0991
C -16.568 -9.331 -5.007 0.0 0.1 0.0 -0.1049
C -16.953 -8.013 -5.230 0.0 0.0 0.0 -0.1038
C -16.287 -6.974 -4.586 0.0 -0.1 0.0 -0.0933
H -14.708 -6.445 -3.227 0.0 -0.1 -0.1 0.0884
H -14.016 -8.789 -2.837 -0.1 0.0 0.0 0.1035
H -15.216 -10.639 -3.966 0.0 0.1 0.0 0.0978
H -17.089 -10.141 -5.507 0.0 0.1 0.0 0.0964
H -17.774 -7.795 -5.906 0.1 0.0 0.1 0.0970
H -16.591 -5.947 -4.756 0.0 -0.1 0.0 0.0999
C -11.838 -3.631 5.211 0.1 0.0 0.0 -0.1043
C -10.865 -4.082 6.098 0.0 0.0 -0.1 -0.1112
C -9.519 -3.846 5.834 -0.1 0.0 -0.1 -0.1016
C -9.147 -3.150 4.688 -0.1 -0.1 0.0 -0.0781
C -10.119 -2.696 3.803 0.0 -0.1 0.0 -0.0789
C -11.465 -2.939 4.062 0.1 -0.1 0.1 -0.0905
H -12.887 -3.817 5.416 0.1 0.0 0.0 0.0942
H -11.156 -4.618 6.996 0.0 0.0 -0.1 0.0934
H -8.761 -4.203 6.523 -0.1 0.0 0.0 0.0965
H -8.098 -2.962 4.485 -0.1 0.0 0.0 0.1072
H -9.827 -2.152 2.909 0.0 -0.1 0.2 0.0475
H -12.222 -2.590 3.370 0.1 0.0 0.1 0.0829
C 13.256 4.141 1.907 -0.1 0.0 0.0 -0.0952
C 12.782 5.449 1.867 0.0 -0.1 0.0 -0.0930
C 11.563 5.766 2.458 0.0 -0.1 0.0 -0.0936
C 10.822 4.776 3.098 0.1 0.0 0.0 -0.0970
C 11.298 3.470 3.141 0.0 0.0 0.0 -0.1064
C 12.513 3.151 2.542 0.0 0.1 0.0 -0.0962
H 14.205 3.894 1.443 -0.1 0.0 0.0 0.0846
H 13.363 6.222 1.374 -0.1 -0.1 0.0 0.1011
H 11.190 6.784 2.421 0.0 -0.1 0.0 0.1005
H 9.874 5.024 3.563 0.1 0.0 0.0 0.1018
H 10.721 2.699 3.642 0.0 0.1 0.0 0.0910
H 12.881 2.131 2.571 0.0 0.1 0.0 0.0992
C 5.682 -0.119 -6.465 -0.1 0.1 0.0 -0.1219
C 6.480 0.934 -6.028 -0.1 0.0 0.0 -0.0997
C 6.210 1.554 -4.812 0.0 -0.1 0.0 -0.0940
C 5.148 1.114 -4.028 0.0 0.0 0.0 -0.0979
C 4.351 0.060 -4.464 0.0 0.0 0.0 -0.0908
C 4.615 -0.555 -5.684 0.1 0.1 0.0 -0.1051
H 5.891 -0.600 -7.415 0.0 0.0 0.1 0.1030
H 7.313 1.271 -6.636 -0.1 0.0 0.1 0.1034
H 6.829 2.378 -4.475 0.0 -0.1 0.0 0.1012
H 4.940 1.595 -3.078 0.0 0.0 -0.1 0.0884
H 3.524 -0.284 -3.851 0.1 0.0 -0.1 0.1033
H 3.992 -1.374 -6.026 0.0 0.1 0.0 0.1041
C 17.495 2.810 -2.167 -0.1 0.0 0.0 -0.0996
C 17.289 2.487 -0.829 -0.1 0.0 0.0 -0.0982
C 16.004 2.220 -0.366 0.0 0.0 -0.1 -0.1064
C 14.925 2.268 -1.245 0.1 0.0 0.0 -0.0983
C 15.131 2.587 -2.583 0.1 0.0 0.0 -0.0946
C 16.415 2.863 -3.043 0.0 0.0 0.1 -0.0980
H 18.496 3.021 -2.526 -0.1 0.0 0.0 0.0989
H 18.131 2.443 -0.146 -0.1 0.0 -0.1 0.0995
H 15.843 1.975 0.678 0.0 0.0 -0.1 0.0964
H 13.923 2.055 -0.885 0.1 0.0 0.0 0.0995
H 14.290 2.623 -3.268 0.1 0.0 0.1 0.1013
H 16.575 3.117 -4.086 0.0 0.0 0.1 0.0994
C 7.617 -3.054 -5.754 0.1 0.0 0.1 -0.0896
C 8.634 -3.987 -5.932 0.0 0.1 0.0 -0.0990
C 9.722 -4.005 -5.065 -0.1 0.1 0.0 -0.1024
C 9.787 -3.097 -4.012 -0.1 0.0 -0.1 -0.0989
C 8.768 -2.167 -3.832 0.0 -0.1 -0.1 -0.0866
C 7.685 -2.142 -4.705 0.1 -0.1 0.1 -0.0824
H 6.770 -3.038 -6.433 0.1 0.0 0.1 0.0958
H 8.580 -4.699 -6.749 0.0 0.1 0.1 0.0982
H 10.518 -4.728 -5.208 -0.1 0.0 0.0 0.0975
H 10.633 -3.114 -3.333 -0.1 0.0 -0.1 0.0979
H 8.818 -1.459 -3.010 0.0 0.0 -0.1 0.0933
H 6.893 -1.414 -4.568 0.1 -0.1 0.0 0.0754
```
Positions in Å, forces in eV/Å.

3.
C3H13N3O | wB97M-V/def2-TZVPD

Results
energy relative to the best compared isomer or geometry (same formula, charge and spin) = 1.706 eV
SMILES = NCCNCN.O
E_tot = -9838.59637 eV
HOMO = -8.46 eV
orbital gap = 9.276 eV

Structure (XYZ):
```
20
Properties=species:S:1:pos:R:3:forces:R:3:lowdin_charge:R:1
C 0.872 -0.599 0.840 -0.1 0.8 -0.3 -0.2441
N -0.209 -0.771 -0.124 -0.6 0.3 0.1 -0.0764
C -1.541 -0.706 0.446 -0.1 0.5 0.3 -0.3482
N -2.486 -1.246 -0.542 0.6 0.4 0.9 0.0158
C 2.079 0.123 0.222 0.4 -2.5 -0.5 -0.2430
N 3.038 -0.891 -0.283 0.1 -0.2 0.8 -0.0302
H 1.133 -1.561 1.183 0.9 -1.2 0.6 0.0911
H 0.581 -0.063 1.744 -0.6 0.3 -0.2 0.1094
H -0.214 -1.682 -0.569 0.6 0.0 0.0 0.0994
H -1.750 0.316 0.784 -0.1 0.2 -0.6 0.1095
H -1.647 -1.226 1.407 0.2 -0.7 -0.1 0.1042
H -3.090 -0.501 -0.854 -0.3 -0.2 -0.1 0.0590
H -3.000 -1.969 -0.067 -0.5 0.0 -0.3 0.0550
H 1.674 0.636 -0.641 0.1 1.2 0.3 0.0964
H 2.662 0.626 0.988 -0.4 0.8 -0.2 0.1047
H 2.772 -1.417 -1.098 -0.1 0.3 -0.2 0.0537
H 3.986 -0.561 -0.327 0.0 0.0 -0.3 0.0456
H -2.401 3.740 -1.071 -0.2 0.1 0.0 0.0253
H -0.970 4.276 -1.080 0.0 0.0 0.0 0.0305
O -1.488 3.475 -0.961 0.2 -0.1 0.1 -0.0577
```
Positions in Å, forces in eV/Å.